One molecule with the formula C2H3N3O2. Source: the Open Molecules 2025 dataset; level of theory: ωB97M-V/def2-TZVPD.

XYZ file:
```
10
Properties=species:S:1:pos:R:3:forces:R:3
N 0.02839 -0.48696 -1.11764 -1.21 1.65 1.84
H -0.22508 2.34285 0.06986 -0.90 -2.53 2.07
H -0.15104 1.37496 1.76393 0.15 0.39 0.21
C 1.01677 -2.20693 -0.17628 4.26 -1.11 5.53
H -1.74054 1.45936 0.85580 1.09 -0.07 -0.12
N 0.54385 -1.63406 -1.22891 -1.43 1.23 -1.73
O -0.19106 0.06771 0.30336 0.78 -1.45 -0.25
C -0.62189 1.42699 0.79723 0.15 0.83 -3.83
O -0.38663 0.17008 -1.99558 -0.20 0.77 -0.89
N 1.72723 -2.51399 0.72823 -2.68 0.29 -2.84
```
Positions in Å, forces in eV/Å.

As for the charge: 0. As for the SMILES: CO/[N+]([O-])=N\C#N. For the LUMO energy (alpha / beta), the calculation gives -0.69 / -0.68 eV. Its electronic energy is -392.5377 hartree. As for the largest force on an atom: 7.1 eV/A.


One molecule with the formula C7H10. Source: the Open Molecules 2025 dataset; level of theory: ωB97M-V/def2-TZVPD.

XYZ file:
```
17
Properties=species:S:1:pos:R:3:forces:R:3
H 1.91679 1.94295 0.72102 -0.07 -0.16 -0.03
C 1.68702 0.30329 -0.88742 -0.01 -0.06 -0.04
H 0.42358 0.44052 2.24881 0.01 0.00 -0.20
H -2.81285 0.43845 -0.57471 0.12 -0.01 0.12
H -0.83076 -0.67957 -1.43336 -0.03 0.00 0.11
H 1.22916 0.84471 -1.73098 0.09 -0.08 0.08
C 0.71883 0.22006 1.22560 0.05 0.08 -0.08
H -2.28900 0.23936 1.11036 0.06 0.01 -0.13
C -1.93768 0.36228 0.08001 -0.01 0.06 0.05
C 1.07395 -1.08099 -0.79896 -0.05 0.28 0.22
H -1.38879 1.30738 0.02356 -0.11 -0.14 0.01
C -1.06970 -0.80952 -0.36353 -0.13 -0.05 -0.13
C 1.48902 0.98057 0.45179 -0.06 -0.08 0.09
H -1.61482 -1.75572 -0.32846 0.10 0.13 0.01
H 0.20683 -1.92876 1.04150 0.00 0.17 -0.12
C 0.27571 -1.00701 0.45658 0.15 -0.12 0.02
H 2.74008 0.19110 -1.18063 -0.12 -0.01 0.03
```
Positions in Å, forces in eV/Å.

As for the charge: 0. For the LUMO energy, the calculation gives 0.72 eV. Its electronic energy is -272.5714 hartree. As for the largest force on an atom: 0.4 eV/A.


One molecule with the formula C20H22Cl2N2OS. Source: the Open Molecules 2025 dataset; level of theory: ωB97M-V/def2-TZVPD.

XYZ file:
```
48
Properties=species:S:1:pos:R:3:forces:R:3
S -5.08843 -0.69633 0.73583 -0.17 0.01 -0.20
C 2.10676 -2.55100 -0.03988 -0.17 -0.05 -0.39
H 1.68086 -3.25588 0.68124 0.03 -0.03 -0.07
H 1.46163 -1.44961 -1.78376 0.00 -0.04 0.01
H -1.17409 2.99550 -1.46921 0.06 0.01 -0.09
H 6.76169 -1.17318 -1.11259 0.08 -0.06 -0.02
H 0.59168 -2.99158 -1.54008 0.10 0.13 0.00
H -3.89061 -1.54921 -1.15201 0.02 -0.13 0.00
C -3.76224 -1.64079 -0.07420 -0.15 0.30 0.22
H -2.27757 -0.10706 0.13408 0.07 -0.07 0.15
N -0.05234 -1.43491 -0.35086 0.42 -0.04 -0.13
C -1.30592 -1.94957 -0.39032 -0.12 0.38 0.21
H -0.40130 0.17886 0.95145 -0.01 0.01 -0.06
C -3.97472 1.71660 -0.04370 0.13 0.17 -0.23
C 1.51162 -0.73988 1.37028 -0.20 0.29 -0.09
H 1.88620 0.10133 1.95202 -0.01 -0.03 0.03
H 2.85819 1.30737 0.55958 -0.09 0.03 0.02
C 4.80244 -1.33297 -0.29837 -0.05 -0.09 -0.08
H -4.56480 2.05924 1.97089 -0.06 -0.03 0.10
C 1.02240 -2.12400 -1.03853 0.12 -0.43 -0.05
C -1.91192 2.79967 -0.70682 0.07 0.00 -0.04
C 3.66675 -0.66803 0.18429 0.36 0.21 -0.03
C 4.81229 1.41154 -0.24390 0.17 -0.23 -0.07
C -3.82046 2.27994 1.22029 0.09 0.07 -0.12
O -1.55545 -2.96965 -1.00346 -0.27 -0.33 -0.11
H 6.78283 1.30265 -1.08182 0.07 0.08 -0.02
H 0.81935 0.44571 -0.30991 -0.06 0.03 0.08
C 5.92515 0.75270 -0.73170 -0.01 0.16 0.01
C -2.38021 -1.16939 0.35170 -0.04 -0.26 -0.28
Cl 4.79403 3.14389 -0.20398 0.00 0.18 0.00
H -2.25852 -1.31711 1.42803 0.03 0.12 0.00
C -5.13485 0.81442 -0.30673 -0.03 -0.62 0.29
H -3.91911 -2.68100 0.20682 0.00 0.02 -0.11
H 2.91353 -3.04487 -0.57597 -0.02 -0.02 0.06
H -2.64134 3.50474 2.51261 0.01 0.05 0.09
H -0.92950 3.96764 0.78536 0.08 0.07 0.01
C -3.00056 1.99260 -1.00210 -0.13 0.15 0.26
C -1.77941 3.34268 0.55811 0.04 -0.03 -0.07
C 5.90087 -0.63280 -0.74899 -0.08 0.04 -0.02
N 2.60040 -1.39717 0.68602 -0.09 -0.16 0.34
H -5.18369 0.49688 -1.34635 -0.11 0.12 0.06
C -2.73810 3.08265 1.52414 -0.07 -0.01 0.08
Cl -3.10403 1.31637 -2.59954 0.05 -0.06 -0.09
C 0.40906 -0.28748 0.39595 0.10 0.12 0.36
H 4.83577 -2.41080 -0.29724 -0.01 -0.10 0.03
C 3.69606 0.73031 0.20538 -0.12 -0.05 0.05
H -6.07059 1.29917 -0.02866 -0.01 0.02 -0.09
H 1.08019 -1.46819 2.06655 -0.02 0.09 0.00
```
Positions in Å, forces in eV/Å.

As for the charge: 0. As for the SMILES: O=C(CCSCc1ccccc1Cl)N1CCN(c2cccc(Cl)c2)CC1. For the LUMO energy, the calculation gives 0.50 eV. Its electronic energy is -2278.6739 hartree. As for the largest force on an atom: 0.7 eV/A.


A 9-piece molecular cluster, C34H86O5S5 overall. Source: the Open Molecules 2025 dataset; level of theory: ωB97M-V/def2-TZVPD.

XYZ file:
```
130
Properties=species:S:1:pos:R:3:forces:R:3
H 4.77255 2.07369 -6.12361 -0.73 0.09 -0.10
C -4.83658 -2.17966 0.48371 0.41 0.82 1.44
H 2.83055 3.70586 -4.93069 0.07 0.01 -0.16
C 4.81552 -3.34856 -0.89181 -0.80 -0.87 -0.74
H 4.15735 0.91224 -0.17433 0.53 0.05 0.21
H 2.53333 0.67170 0.14355 0.03 -0.18 0.97
H 0.47601 -3.90436 0.57155 -1.30 -0.29 -2.53
H 0.38926 3.64735 -0.03002 0.03 0.69 0.21
H -2.48452 3.13287 0.86518 0.70 0.15 0.42
H -3.71329 -3.93890 -0.01588 0.28 -0.14 0.04
H -2.74486 -0.77159 6.54216 0.10 0.02 -0.42
H -2.74922 0.19109 3.85454 -0.14 -0.31 0.31
S 2.61991 -3.96970 3.16031 1.02 -0.03 -1.90
H -2.04252 3.82473 -0.67055 -0.05 0.28 -0.22
H 4.41313 4.69715 -6.61443 0.14 -0.23 -0.42
H 4.97538 -4.30855 0.93387 -0.54 -0.26 0.24
C 1.18493 -3.88076 2.01430 1.02 -2.20 1.52
H 0.78284 1.24573 0.06275 -0.31 2.10 0.09
C -1.75554 3.78202 0.38012 1.16 -0.79 0.39
C -1.36981 7.76974 0.88532 0.10 -1.65 0.06
C 4.23992 -4.34953 0.13043 0.44 1.67 -0.92
H 5.52630 4.92615 -5.31698 0.15 0.12 0.01
H 3.03852 1.21577 -4.59128 -0.42 -0.42 0.10
H 3.27223 -3.95973 0.44625 0.29 -0.03 0.18
H -4.75379 2.95549 -0.89558 -0.98 -0.31 -0.52
H -1.32102 -0.89946 4.26106 -0.15 0.09 0.20
H 2.58634 0.29448 -1.55609 -1.92 1.00 -0.20
H 5.22704 -1.91212 0.58334 0.31 0.56 0.02
C 2.08573 1.93551 -2.80843 -2.19 0.95 -0.71
O -2.53059 2.21377 5.68379 1.18 -1.55 -0.36
H -3.54429 2.80400 0.06086 -0.25 -1.39 0.21
C -4.67819 -0.96142 1.44677 -1.39 -0.29 -0.17
H -1.04702 7.87093 1.92149 0.23 0.06 -0.03
H -1.97035 -2.98099 -1.14353 -1.76 1.85 0.51
C -0.38049 3.07403 0.48660 0.62 -0.04 -0.95
C 0.13393 -0.35056 -0.51609 1.32 -6.87 2.35
H 4.31733 -2.10273 3.08300 -0.01 -0.73 1.14
C 3.22696 1.91417 -3.77592 0.39 -0.91 -0.30
H 3.49552 -5.67921 -1.35087 0.26 -0.12 -0.37
H 6.14289 4.09325 -6.73477 -0.24 0.20 -0.30
H 1.26645 -3.14817 1.21132 1.09 -0.20 1.41
H -6.89023 -0.57376 1.59461 0.28 -0.78 0.05
H -2.95515 -2.87567 1.21422 -0.26 -0.69 0.12
H 2.09216 2.78709 -2.12810 0.82 -0.20 0.74
S -3.38422 1.20821 -1.69652 0.25 0.36 1.41
H 1.67006 -2.66583 -1.52190 -0.48 -0.09 -0.31
H -4.96915 1.61833 0.27747 0.77 -0.02 -0.58
H -2.93267 5.32801 1.19642 -0.12 0.33 0.02
H 3.44660 -6.38423 0.21362 0.42 0.01 0.35
C -1.15414 6.30487 0.37027 -0.32 -0.25 -0.60
H 5.04605 -6.16267 -0.61277 -0.17 -0.40 -0.10
O -1.11424 -2.92454 -2.40000 3.46 -2.73 -1.59
H 5.50494 -1.32358 -1.12772 0.73 -0.12 0.45
C -0.19329 1.66628 -0.17887 -0.73 5.19 2.19
O 0.94472 -1.64895 1.84264 -0.73 2.72 -0.47
C 1.74292 0.58237 -2.18367 1.80 1.94 -4.63
C 3.54036 -1.08322 -0.56100 0.61 -0.72 0.28
H 3.41226 -0.65585 -1.55550 1.02 -1.93 -0.13
C 3.49335 0.17157 0.27133 0.67 0.39 0.30
H 1.97918 -4.37792 -1.27643 -0.05 -0.09 -0.10
H -0.81068 -5.04843 0.39253 -0.58 0.22 -0.09
C 1.43385 -3.66320 -1.89279 -0.24 -0.57 -0.08
H -1.46394 6.24846 -0.67325 -0.69 0.29 -0.22
H 3.46508 -2.19505 1.70970 -0.97 -0.32 -0.04
C -1.69253 0.11418 4.11066 -0.05 1.58 2.12
H -1.16023 0.55907 3.26992 0.55 1.26 1.61
H -1.08305 -3.20620 0.30600 0.07 -0.79 0.15
H -2.43740 7.98957 0.89211 0.01 0.17 -0.24
H -1.59502 -0.38558 2.61032 -0.56 -2.17 -2.42
C 3.67097 3.19504 -4.46072 0.96 -1.21 0.68
H -0.11482 6.04057 0.17513 0.44 0.23 0.87
C -6.01462 1.21792 2.31039 0.83 -1.62 -1.01
H -4.62356 -1.39053 2.44726 0.88 0.33 0.23
H 1.08814 0.00660 -0.90341 -1.15 -2.19 3.17
C 4.86750 2.90023 -5.41941 -0.12 1.48 0.36
H 4.02876 1.44213 -3.20811 0.76 0.20 -0.20
C -1.86755 5.12369 1.08743 0.47 0.80 -0.19
H -7.01626 1.64781 2.30828 -0.07 -0.41 0.36
H -0.97627 -0.76486 6.91459 -0.06 -0.27 -0.18
C 5.25921 4.22910 -6.11127 0.09 -0.56 0.72
C -1.87928 -0.16408 6.80635 -0.05 -0.39 0.47
C 3.29274 -2.31700 2.77906 0.46 0.62 -0.11
O -2.19421 0.64509 -0.93538 -4.07 0.11 -2.15
H -0.07498 3.02554 1.53179 -0.05 -0.05 0.17
O 3.53264 -4.88921 2.37203 -0.81 -0.35 2.48
H -2.09904 -1.38105 -0.31597 -0.19 -0.64 -0.70
H 2.60760 -1.55619 3.15302 0.28 -0.12 -0.08
C -4.56755 -0.11077 -2.05545 0.24 1.02 0.00
C -4.26777 2.12282 -0.38710 -0.41 1.17 -1.47
H 1.70215 -3.80870 -2.93919 0.19 0.24 0.07
C 4.05893 -5.74254 -0.41992 -0.07 0.22 -0.25
H -0.29374 1.70818 -1.26343 0.07 0.84 0.23
H 3.79952 -0.02143 1.29949 -0.37 0.34 0.09
S 0.29030 -0.38707 1.35400 -2.17 -0.85 -0.84
C -2.64257 -2.20243 -0.78288 -0.89 -0.57 1.42
S -1.45081 1.13269 5.63121 -1.15 1.20 0.25
H 0.06489 -1.41823 -0.72446 0.10 -0.44 -0.23
C 4.86802 -1.88665 -0.44552 -0.65 -0.04 -0.39
H -5.38912 0.38028 -2.57699 -0.07 -0.07 -0.06
H -4.00964 -0.77857 -2.71185 -0.48 0.05 -0.09
H 4.04767 3.78008 -3.62172 0.07 0.78 -0.33
H -0.81762 8.45992 0.24749 -0.17 0.08 0.12
H -1.79559 -1.79786 1.50414 0.81 0.41 0.08
H -0.72219 0.13640 -0.98302 0.94 -1.89 -0.28
H 1.20719 2.27340 -3.35806 -0.44 -0.24 -0.50
H -2.09884 0.20709 7.80741 0.16 0.62 -0.21
H 1.82364 -0.13200 -3.00299 0.13 -0.33 -0.36
H -3.85638 -0.32333 1.12185 0.05 -0.25 0.50
H 5.77330 -3.78624 -1.17325 0.42 0.55 -0.11
H 0.24053 -3.80974 2.55390 0.11 0.57 -0.03
H -1.47796 4.99826 2.09768 0.04 0.07 0.17
H 5.72005 2.59897 -4.81072 0.03 -0.02 0.24
H 4.20420 -3.40926 -1.79220 -0.07 0.05 -0.40
H 2.64718 -1.66928 -0.34453 0.11 -0.20 0.11
H -6.01282 0.26862 0.38861 -0.39 -0.22 -0.25
C -1.49198 -0.75451 1.58984 0.21 0.88 1.17
H 1.11310 -4.85377 1.52832 1.02 -0.69 1.00
C -0.46866 -4.07050 0.05377 -0.27 0.06 -1.27
C -5.92945 -0.09171 1.41395 -1.20 1.71 -0.28
H -3.21193 -1.75158 -1.59569 0.43 -0.97 0.31
C -3.48086 -2.91033 0.26000 -2.28 1.15 -0.14
H -4.89340 -0.58135 -1.12783 0.25 0.47 -0.78
H 0.71817 0.40442 -1.85762 1.28 1.95 -2.77
H -5.39227 1.98801 1.85461 0.30 0.03 0.83
S -0.31655 -4.12739 -1.81232 0.03 1.77 -0.38
H -2.18379 -0.10435 1.05431 0.75 -0.16 -0.29
H -1.01653 1.01326 0.11087 1.01 2.03 1.27
H -5.26465 -1.73253 -0.41347 -0.16 -1.32 0.11
H -5.64960 0.85538 3.27134 -0.19 0.90 0.36
H -5.58696 -2.78519 0.99201 -0.11 -0.36 -0.37
```
Positions in Å, forces in eV/Å.

As for the charge: 0. For the LUMO energy, the calculation gives 0.29 eV. Its electronic energy is -3713.3344 hartree. As for the largest force on an atom: 7.4 eV/A.